# C3H9N3O2

An isolated molecule of C3H9N3O2 in a non-equilibrium geometry (the ωB97M-V functional and the def2-TZVPD basis, OMol25).

Its net charge is 0. Its HOMO energy is -9.001 eV. For the maximum force, the calculation gives 2.1 eV/A. Its spin multiplicity is 1. For the HOMO-LUMO gap, the calculation gives 9.66 eV. Its energy above the lowest of the compared OMol25 structures with the same formula, charge and spin is 356.3 kJ/mol.

Last columns: bonded neighbours and bond lengths (Å).
Positions of all 17 atoms, in Å:
1 C -1.0345 -0.5579 -0.6602  N3 1.330, N6 1.345, H10 1.078
2 C 1.7004 -0.9712 1.1610  C4 1.503, H15 1.087, H16 1.091, H17 1.087
3 N 0.1549 0.0144 -0.8199  C1 1.330, C4 1.834, N5 1.412
4 C 0.8507 0.2324 0.8628  C2 1.503, N3 1.834, O7 1.680, O8 1.215
5 N 0.1473 1.2428 -1.5171  N3 1.412, H11 1.022, H12 1.014
6 N -2.1712 -0.0788 -1.1973  C1 1.345, H13 1.005, H14 1.012
7 O -0.6121 -0.1351 1.6036  C4 1.680, H9 0.968
8 O 1.2298 1.3814 0.9745  C4 1.215
9 H -0.9921 0.7194 1.8544  O7 0.968
10 H -1.0554 -1.5587 -0.2601  C1 1.078
11 H 0.0238 1.9933 -0.8341  N5 1.022
12 H 1.0793 1.3650 -1.8985  N5 1.014
13 H -2.9940 -0.6558 -1.1986  N6 1.005
14 H -2.0991 0.7811 -1.7257  N6 1.012
15 H 1.1253 -1.8933 1.1875  C2 1.087
16 H 2.4352 -1.0616 0.3595  C2 1.091
17 H 2.2119 -0.8173 2.1080  C2 1.087